1.
Here is a structure of composition C31H37BiN3O6S from the OMol25 dataset. Energies are from the ωB97M-V functional and the def2-TZVPD basis.

Calculated values
Calculated total energy ... -2432.04285 a.u.
HOMO energy ... -5.33 eV
Relative energy (zero: lowest compared OMol25 entry of this formula, charge and spin) ... 74.8 kJ/mol
Lowest unoccupied orbital energy ... 1.82 eV
Total charge ... -1
HOMO-LUMO gap ... 7.15 eV

CARTESIAN COORDINATES (ANGSTROEM)
Bi  0.08  0.05  0.42
S  2.70  -1.15  -0.37
O  3.60  -0.96  -1.54
O  -3.13  -2.21  -1.60
O  2.34  -4.12  -0.96
O  -0.43  4.22  -1.26
O  1.19  -0.64  -1.16
O  2.64  -0.06  0.65
N  -1.61  -1.59  0.07
N  -1.53  0.88  -1.04
N  0.65  2.42  -0.20
C  2.94  3.44  -2.03
C  3.65  4.83  1.46
C  0.52  2.93  2.57
C  -2.41  -1.36  -1.08
C  1.03  1.73  3.54
C  2.72  3.77  -0.57
C  -2.65  -2.55  2.59
C  1.40  -4.44  -1.97
C  -2.84  1.60  -3.41
C  -1.21  2.03  -1.70
C  2.44  4.68  -2.92
C  -0.79  -3.94  -2.99
C  1.70  3.18  0.27
C  -1.98  -3.42  1.57
C  -2.14  -4.79  1.76
C  2.51  2.11  -2.63
C  -2.16  -2.76  4.03
C  -1.89  2.44  -2.87
C  -1.37  -2.93  0.43
C  3.65  4.60  0.11
C  -4.20  -2.71  2.47
C  -1.59  -5.69  0.90
C  -0.02  3.94  3.58
C  1.69  3.45  1.69
C  -0.65  -3.90  -0.47
C  -0.97  -5.23  -0.26
C  -0.28  3.03  -0.99
C  -3.10  0.33  -2.79
C  -2.31  0.00  -1.69
C  2.69  4.24  2.25
C  0.11  -3.62  -1.74
H  -2.71  -3.61  4.48
H  -0.22  -3.89  -3.93
H  -0.23  4.94  3.10
H  -2.69  -5.09  2.65
H  0.33  -2.57  -1.80
H  -4.56  -1.77  2.89
H  0.25  1.35  4.21
H  -2.33  -1.84  4.60
H  -0.93  3.57  4.04
H  1.09  -5.52  -1.98
H  -1.09  -3.00  4.20
H  -1.32  -4.88  -2.96
H  0.71  4.13  4.36
H  1.46  2.05  -2.91
H  4.48  5.34  1.89
H  -2.48  -1.53  2.27
H  2.97  1.99  -3.60
H  -0.25  2.73  1.82
H  -4.46  -2.74  1.44
H  -3.86  -0.38  -3.12
H  1.84  2.04  4.24
H  1.87  -4.21  -2.93
H  1.30  4.74  -2.69
H  -1.64  3.48  -3.15
H  2.64  4.51  -3.98
H  -1.59  -3.21  -3.03
H  4.38  5.19  -0.45
H  2.37  -4.74  -0.23
H  1.54  0.89  3.00
H  3.01  5.55  -2.59
H  2.75  1.32  -2.04
H  2.70  4.44  3.33
H  -3.43  1.95  -4.24
H  -0.67  -6.02  -1.00
H  -4.59  -3.61  3.01
H  4.02  3.35  -2.10
H  -1.67  -6.74  1.05

2.
Here is a cluster of 9 separate species, C36H99N9O9 in total from the OMol25 dataset. Energies are from the ωB97M-V functional and the def2-TZVPD basis.

Calculated values
Calculated total energy ... -2600.67650 a.u.
HOMO energy ... -8.65 eV
Relative energy (zero: lowest compared OMol25 entry of this formula, charge and spin) ... 414.7 kJ/mol
Lowest unoccupied orbital energy ... 0.34 eV
Structure (SMILES) ... COC[C@H](C)N.COC[C@H](C)N.COC[C@H](C)N.COC[C@H](C)N.COC[C@H](C)N.COC[C@H](C)N.COC[C@H](C)N.COC[C@H](C)N.COC[C@H](C)N
Total charge ... 0
HOMO-LUMO gap ... 8.99 eV

CARTESIAN COORDINATES (ANGSTROEM)
O  -2.99  18.50  16.11
O  -7.45  15.68  20.39
O  -1.76  14.13  17.44
O  -4.39  16.19  13.51
O  -3.64  15.66  22.71
O  -11.65  17.87  14.45
O  -4.64  22.41  12.12
O  0.22  21.01  20.77
O  -6.94  12.73  17.64
N  -9.99  15.79  11.71
N  1.95  18.00  21.91
N  -2.89  17.69  20.83
N  -6.10  18.12  20.94
N  -7.79  14.42  14.63
N  1.18  14.09  16.82
N  -1.94  22.19  12.92
N  -4.88  12.66  12.69
N  -5.19  16.24  18.09
C  -4.24  17.48  12.90
C  -8.57  14.88  16.85
C  -2.28  16.33  20.81
C  -11.35  18.10  15.88
C  -6.50  11.42  17.98
C  -5.84  17.83  16.39
C  -2.28  15.88  22.32
C  -3.06  21.37  13.43
C  -7.59  16.40  21.64
C  -1.81  19.28  16.48
C  -12.39  15.71  12.38
C  -5.77  22.38  11.33
C  -7.45  17.88  21.36
C  1.94  19.33  21.29
C  0.18  15.12  16.44
C  -3.49  21.64  14.85
C  0.79  15.96  15.36
C  -11.15  16.63  12.33
C  -4.02  16.36  23.81
C  -7.42  14.27  16.03
C  -10.73  16.98  13.82
C  -2.89  13.28  17.15
C  -1.20  14.55  16.19
C  -7.15  12.78  16.24
C  0.51  19.57  20.73
C  -2.79  13.87  12.94
C  -4.75  16.98  16.97
C  -8.57  18.42  20.34
C  -0.88  16.47  20.25
C  -3.52  17.86  17.31
C  -6.58  14.57  20.64
C  2.94  19.51  20.13
C  -4.87  15.16  12.60
C  -4.19  21.13  12.47
C  -4.28  13.92  13.21
C  -0.71  21.51  19.92
H  1.89  16.08  15.56
H  -0.90  17.03  19.32
H  -6.24  12.41  15.82
H  -1.01  18.66  16.90
H  -6.09  18.49  17.20
H  -2.71  12.47  16.47
H  -1.84  14.90  22.56
H  -0.79  20.90  19.01
H  -9.90  15.08  12.44
H  -5.57  15.00  20.92
H  0.99  13.64  17.64
H  -11.20  17.12  16.33
H  -7.03  13.85  21.34
H  -9.45  18.13  20.78
H  -10.66  16.10  14.39
H  -6.63  21.94  11.83
H  -4.75  15.34  18.29
H  -5.03  20.52  12.95
H  -6.98  14.31  14.01
H  -1.67  21.47  20.40
H  -5.87  19.17  20.88
H  2.16  20.10  22.07
H  -3.55  18.03  13.47
H  -8.20  15.37  14.45
H  -7.24  10.63  17.68
H  -8.60  17.94  19.36
H  -2.64  13.97  11.89
H  -2.20  23.21  12.92
H  -1.86  15.24  15.71
H  -9.81  17.48  13.78
H  -7.75  18.37  22.37
H  -2.24  12.94  13.24
H  -6.47  11.33  19.08
H  -10.45  18.74  16.00
H  0.37  16.92  15.30
H  -0.18  16.96  20.91
H  -3.85  17.42  23.68
H  -5.51  11.11  17.55
H  -6.71  17.21  16.19
H  -12.99  16.00  13.22
H  -2.69  22.09  15.45
H  2.79  20.48  19.65
H  3.92  19.36  20.51
H  -0.46  22.55  19.73
H  -6.19  16.11  18.12
H  -9.09  16.27  11.73
H  -3.87  17.42  11.81
H  -3.81  20.63  11.57
H  -3.48  16.16  24.81
H  -4.26  22.43  14.79
H  -4.39  13.97  14.34
H  -1.74  16.59  23.01
H  -4.39  15.35  11.63
H  -0.65  15.39  20.11
H  -2.77  17.30  17.84
H  -1.93  22.00  11.96
H  -5.55  18.39  15.51
H  -6.57  14.07  19.64
H  -7.91  12.09  16.02
H  -5.86  12.60  13.02
H  -2.55  20.35  13.56
H  -1.42  19.70  15.57
H  -6.02  23.44  11.12
H  -2.12  20.05  17.21
H  -5.08  16.21  24.01
H  -5.93  17.69  20.07
H  -12.27  18.53  16.29
H  -3.88  18.59  18.01
H  -3.83  17.71  21.19
H  -2.91  18.09  19.87
H  -11.24  17.49  11.68
H  -9.52  14.46  16.51
H  -8.58  19.48  20.28
H  -4.32  16.30  16.17
H  -2.87  15.60  20.25
H  2.88  17.82  22.29
H  -2.17  14.64  13.36
H  -3.72  13.84  16.70
H  -5.23  18.00  12.80
H  0.46  19.21  19.70
H  -12.00  14.71  12.60
H  2.72  18.75  19.35
H  0.11  15.74  17.38
H  1.26  13.47  16.03
H  -8.79  15.92  16.60
H  -8.58  16.08  21.94
H  -12.98  15.73  11.48
H  0.58  15.60  14.32
H  -0.34  19.12  21.34
H  -8.43  14.82  17.93
H  -5.93  15.26  12.53
H  -5.65  21.83  10.37
H  -4.01  20.72  15.22
H  -3.46  12.80  17.94
H  -4.40  11.95  13.22
H  -6.48  14.85  16.31
H  1.34  17.94  22.72
H  -6.76  16.08  22.31
H  -1.06  13.70  15.55

3.
Here is a structure of composition C41H39N7NiO2PTe from the OMol25 dataset. Energies are from the ωB97M-V functional and the def2-TZVPD basis.

Calculated values
Calculated total energy ... -4237.01619 a.u.
<S²> ... 2.07
HOMO energy (alpha / beta) ... -9.02 / -9.58 eV
Lowest unoccupied orbital energy (alpha / beta) ... -2.17 / -3.01 eV
Total charge ... +1
HOMO-LUMO gap (alpha / beta) ... 6.85 / 6.57 eV
Multiplicity ... 3

CARTESIAN COORDINATES (ANGSTROEM)
Te  2.91  2.65  -1.95
Ni  1.07  0.93  -1.53
P  0.13  -1.30  -1.08
O  -0.96  -0.01  -1.00
O  -0.92  -2.44  -0.61
N  2.69  -1.35  -1.62
N  0.41  0.10  -3.37
N  1.15  0.58  0.64
N  -0.67  -1.75  -3.89
N  1.53  -1.44  1.46
N  -0.46  2.64  -1.06
N  2.15  -3.49  -1.77
C  0.16  0.11  -4.72
C  -2.97  1.71  1.45
C  1.89  0.70  1.80
C  -1.84  -4.68  0.67
C  -1.66  4.90  0.92
C  1.62  -2.89  1.58
C  -0.10  -1.03  -2.90
C  -2.18  4.02  -0.02
C  3.47  -3.38  -2.16
C  -1.48  2.72  -0.30
C  -3.15  -0.64  1.82
C  -1.95  -5.85  1.41
C  4.18  3.56  0.70
C  -2.14  -4.57  3.43
C  -1.73  0.21  0.09
C  5.39  1.12  1.26
C  -2.19  -0.90  0.81
C  1.51  4.13  -1.25
C  -1.72  -2.22  0.52
C  5.53  2.18  2.15
C  -3.98  5.55  -0.47
C  -1.48  -2.96  -3.74
C  -2.11  -5.80  2.79
C  -2.03  -3.40  2.70
C  -2.06  1.53  0.41
C  -3.54  0.64  2.14
C  1.38  -4.72  -1.70
C  0.94  -0.72  0.47
C  3.79  -2.06  -2.05
C  0.07  3.85  -1.70
C  1.72  -2.24  -1.45
C  4.63  1.27  0.11
C  -1.90  -3.43  1.31
C  4.92  3.40  1.87
C  -3.34  4.35  -0.71
C  -4.57  0.90  3.21
C  2.11  -0.53  2.32
C  -0.51  -1.03  -5.06
C  -2.31  6.11  1.17
C  4.02  2.49  -0.17
C  -3.46  6.44  0.48
H  2.20  1.66  2.18
H  -0.93  -3.72  -3.20
H  -3.97  7.38  0.67
H  2.50  -3.26  1.05
H  -4.18  1.58  3.97
H  5.86  0.17  1.47
H  -2.20  -6.72  3.36
H  3.74  4.52  0.48
H  -1.90  6.79  1.91
H  -1.72  -3.34  -4.73
H  -0.88  -1.39  -6.01
H  1.70  -3.16  2.63
H  2.01  -5.55  -2.00
H  -4.87  -0.03  3.71
H  -4.88  5.80  -1.01
H  6.11  2.07  3.05
H  -2.24  -4.52  4.51
H  -2.40  -2.74  -3.21
H  -3.75  3.65  -1.44
H  0.48  0.92  -5.36
H  -2.01  -2.45  3.22
H  -0.52  4.74  -1.50
H  -3.26  2.72  1.72
H  1.83  5.10  -1.60
H  -5.47  1.36  2.79
H  4.05  -4.24  -2.43
H  -3.62  -1.48  2.32
H  -1.73  -4.73  -0.40
H  -1.93  -6.80  0.90
H  2.63  -0.85  3.22
H  4.73  -1.58  -2.26
H  0.73  -3.36  1.17
H  0.05  3.67  -2.78
H  4.49  0.42  -0.56
H  1.02  -4.90  -0.69
H  0.52  -4.69  -2.38
H  1.57  4.10  -0.16
H  -0.76  4.64  1.47
H  5.04  4.24  2.54